Computed, not measured: C29H39CuN3O2SiTa as an isolated structure at a distorted geometry, with ωB97M-V/def2-TZVPD.

HOMO level in eV: -13.80
Net charge: +2
DFT total energy in eV: -93329.0888
M in g mol⁻¹: 734.2
Spin multiplicity: 1
Kohn-Sham gap in eV: 6.604

Last column: Löwdin charge in e.
Cartesian coordinates (Å):
H -1.164359 0.366754 -3.808345  0.101
H 4.181059 -0.862429 0.896145  0.102
C 4.941749 -1.278646 -1.088139  -0.063
H 1.414101 3.587283 -2.068792  0.087
Si 1.378308 -1.817532 0.949144  0.560
H 5.900875 -0.796355 -0.895496  0.116
H 3.707310 -2.572646 2.589440  0.118
O 0.304617 -0.656416 0.375698  -0.435
C 0.267204 2.841397 1.971139  -0.339
C -3.451914 1.868815 2.101298  -0.017
H -2.878203 3.902576 -0.642173  0.076
N 0.044305 2.255968 0.910344  -0.053
C 4.673252 -1.842980 -2.338227  -0.071
H 1.556057 -3.083890 -1.697885  0.094
C -1.822364 2.822690 -3.088862  -0.027
C 1.324993 -0.241533 3.298646  -0.102
C 1.999318 -1.238268 2.591210  -0.259
N -2.437154 1.259705 -0.005829  -0.244
H -0.049872 -5.973095 3.297964  0.116
H -4.149314 2.567760 2.586812  0.112
H 3.233061 -2.941848 -3.523553  0.113
H 0.383879 -0.459489 -3.382662  0.097
H -1.692291 -5.421348 -0.654148  0.109
H -4.712210 2.172279 -1.117842  0.094
H -1.898913 3.774117 0.857808  0.059
C -0.320534 2.624049 -2.939725  -0.657
C -0.381133 -3.857459 0.052918  -0.121
C -0.490181 0.094387 -2.981374  -0.100
H -5.424484 2.831482 0.374364  0.109
C 3.023834 -0.280572 5.025923  -0.052
C 2.496027 -2.549715 -1.535955  -0.095
Cu 1.808074 1.007951 -2.420617  0.625
C 0.555090 -4.178946 2.260375  -0.069
C -0.954341 -5.840290 1.335610  -0.057
H 0.120959 4.697396 -2.580242  0.117
H 0.172748 3.582343 -4.802289  0.118
C -2.890189 3.618003 0.418831  -0.038
H -3.508386 -0.439295 0.749627  0.102
C 3.174664 -1.782812 3.127842  -0.100
C 2.737571 -1.927526 -0.305469  -0.242
H -5.223883 1.077695 0.203085  0.092
H -2.075868 -0.901024 -0.194901  0.060
H -0.155296 1.834384 -4.978892  0.097
H -1.040006 -0.606170 -2.313655  0.076
C 1.846641 0.254788 4.493504  -0.067
H 1.400198 2.408453 -4.289260  0.086
Ta -0.561478 0.869071 -0.312419  1.781
H -2.002498 3.825600 -3.511022  0.120
C 3.974773 -1.317599 -0.074716  -0.084
C -2.921279 -0.169660 -0.141302  -0.106
H 1.189824 -3.826575 3.077008  0.102
C 0.322140 3.724064 -2.103646  -0.036
C 3.683598 -1.309919 4.346141  -0.050
C 0.442867 -3.411845 1.091538  -0.240
H -0.046187 3.746086 -1.066977  0.058
H -3.807707 0.844156 2.262492  0.085
H 1.326135 1.065190 5.006677  0.110
H -2.460843 1.975842 2.563670  0.081
C 0.315914 2.593964 -4.341457  -0.015
C -0.142657 -5.387236 2.383067  -0.053
H -2.347131 2.743958 -2.124970  0.046
C -1.068179 -5.074506 0.170107  -0.070
H 0.381822 0.159167 2.910779  0.080
H -2.240988 2.070743 -3.772244  0.092
H -3.603010 4.287298 0.929282  0.113
H -0.491223 -3.260734 -0.857335  0.082
H -3.550403 -0.292334 -1.036250  0.106
N -0.058063 1.321869 -2.232532  -0.375
H 5.412189 -1.782672 -3.140811  0.117
C -4.768461 2.047547 -0.029988  -0.024
C -3.387468 2.195352 0.610017  -0.657
C 3.451233 -2.488398 -2.555819  -0.077
O 0.508938 3.383346 2.988229  0.229
H 4.597146 -1.746287 4.751003  0.117
H 3.421439 0.098687 5.969865  0.118
H -1.495437 -6.784166 1.428215  0.117

Forces on atoms 1 to 6 (eV/Å):
0.21 -0.27 0.45
0.00 -0.08 -0.33
-0.05 0.05 0.09
-0.15 0.10 0.03
0.42 -1.28 0.83
-0.23 -0.17 -0.09